Entry 1:
The following is a DFT calculation (the ωB97M-V functional and the def2-TZVPD basis) of C33H43BCaF6N13O4S3 as an isolated structure in a non-equilibrium geometry.

Structure (ORCA input):
```
! RIJCOSX wB97M-V def2-TZVPD def2/J DEFGRID3
* xyz -1 1
Ca -0.880 1.058 -0.064
C -2.684 -0.558 2.606
C -3.486 -1.404 1.644
C -3.011 -2.794 1.529
C -3.807 -0.832 0.295
C -4.977 -1.199 -0.491
C -4.756 -0.597 -1.674
N -3.617 0.091 -1.659
N -3.021 -0.035 -0.423
B -2.970 0.691 -2.932
N -2.814 2.228 -2.650
C -3.334 3.311 -3.314
C -2.771 4.464 -2.816
C -1.794 4.037 -1.867
N -1.899 2.707 -1.700
C -0.944 4.878 -0.954
C -1.877 5.772 -0.157
C 0.131 5.657 -1.720
N -1.528 -0.013 -3.168
C -1.189 -0.657 -4.252
C 0.146 -1.354 -4.086
C 0.534 -0.827 -2.570
N -0.574 0.036 -2.183
C 1.981 -0.284 -2.432
C 2.646 -0.210 -1.046
C 2.070 1.043 -3.293
H -2.940 -0.852 3.630
H -2.906 0.502 2.589
H -1.607 -0.755 2.398
H -4.491 -1.501 2.092
H -1.887 -2.751 1.465
H -3.309 -3.343 0.633
H -3.272 -3.386 2.458
H -5.720 -1.957 -0.131
H -5.314 -0.734 -2.625
H -3.650 0.625 -3.978
H -4.032 3.178 -4.120
H -2.964 5.485 -3.063
H -0.391 4.226 -0.232
H -2.054 6.679 -0.729
H -1.550 6.014 0.851
H -2.928 5.402 -0.059
H -0.347 6.528 -2.232
H 0.620 5.064 -2.475
H 0.893 5.974 -0.981
H -1.835 -0.811 -5.114
H 0.952 -1.286 -4.821
H 2.598 -1.011 -3.044
H 3.626 0.353 -1.127
H 2.868 -1.237 -0.709
H 2.039 0.288 -0.284
H 2.191 1.908 -2.625
H 1.138 1.255 -3.771
H 2.940 0.964 -4.013
F 4.020 1.939 2.110
C 2.974 2.365 2.814
F 3.419 3.219 3.723
F 2.332 1.374 3.362
S 1.699 3.021 1.528
O 1.193 1.876 0.744
O 2.305 4.052 0.701
N 0.730 3.624 2.649
S -0.826 3.517 2.744
O -1.497 2.604 1.818
O -1.521 4.787 2.993
C -0.936 2.611 4.351
F -2.176 2.766 4.863
F -0.016 3.174 5.210
F -0.713 1.320 4.242
S 0.928 -1.598 2.422
C 2.085 -2.806 2.074
N 3.298 -3.024 2.655
N 3.721 -4.258 2.381
C 4.896 -4.645 3.023
C 5.516 -3.726 3.864
C 6.828 -3.917 4.191
C 7.495 -5.125 3.888
C 6.864 -6.100 3.176
C 5.555 -5.861 2.761
N 1.934 -3.604 0.941
N 1.206 -3.109 0.003
C 1.182 -3.328 -1.294
C 1.826 -4.423 -1.914
C 1.780 -4.536 -3.356
C 1.046 -3.635 -4.105
C -0.041 -2.778 -3.549
C 0.256 -2.392 -2.083
H 3.396 -4.695 1.509
H 5.031 -2.803 4.173
H 7.340 -3.090 4.669
H 8.565 -5.247 4.219
H 7.374 -7.002 2.960
H 5.011 -6.674 2.182
H 2.308 -5.024 -1.134
H 2.255 -5.437 -3.775
H 1.198 -3.637 -5.179
H -1.048 -3.231 -3.721
H -0.687 -2.377 -1.525
N -5.422 2.944 0.299
N -5.223 2.456 1.716
H -6.100 2.339 -0.157
H -4.493 2.714 -0.094
H -6.139 2.084 2.046
H -4.968 3.270 2.270
*
```

Energy above the lowest of the compared OMol25 structures with the same formula, charge and spin, kJ/mol: 389.4
HOMO energy (spin up / spin down), eV: -4.3 / -3.7
Lowest unoccupied orbital energy (spin up / spin down), eV: 1.863 / 1.568
Electronic energy, a.u.: -4792.28143

Mulliken population analysis, charges in e, atoms 1 to 6: atom 1 (Ca): 2.18, atom 2 (C): -0.84, atom 3 (C): 0.90, atom 4 (C): -1.17, atom 5 (C): -0.90, atom 6 (C): -1.11

=====

Entry 2:
The following is a DFT calculation (the ωB97M-V functional and the def2-TZVPD basis) of an isolated ion of composition C33H43BFN2O5S2 and charge +1 in a non-equilibrium geometry.

Structure (ORCA input):
```
! RIJCOSX wB97M-V def2-TZVPD def2/J DEFGRID3
* xyz 1 1
C 4.606 0.120 0.453
O 4.962 -0.733 -0.665
C 4.977 -2.136 -0.276
C 3.506 -2.760 -0.061
C 3.066 -3.837 -1.167
C 1.480 -4.174 -1.163
C 1.012 -5.122 0.046
C -0.577 -5.331 0.167
C -1.343 -4.199 1.033
C -1.432 -2.894 0.092
C -2.416 -3.030 -1.158
O -3.176 -4.247 -1.345
C -4.416 -4.160 -0.597
O -4.904 -5.162 -0.007
C -5.233 -2.768 -0.465
C -5.122 -1.837 0.796
C -5.900 -0.468 0.898
C -6.832 0.066 -0.261
C -6.939 -0.873 -1.514
C -6.174 -2.242 -1.620
C -2.601 -1.897 -2.196
C -1.770 -0.588 -1.969
C -1.884 0.636 -2.958
F -2.767 0.573 -4.084
N -1.151 1.868 -2.801
C -0.243 2.062 -1.658
C 0.552 3.428 -1.445
C 1.650 3.732 -2.624
C 2.755 4.706 -1.915
S 2.099 6.393 -1.508
C 1.232 6.398 0.117
S 0.369 7.813 0.490
N 1.215 5.279 1.083
C 2.331 5.343 2.069
C 2.309 3.911 2.851
O 1.043 3.698 3.562
C -0.060 3.710 2.612
C -0.116 5.082 1.726
C -0.030 0.914 -0.605
C -0.812 -0.435 -0.725
C -0.607 -1.570 0.363
B 0.358 -1.430 1.663
C 0.453 -0.077 2.606
O 1.194 -2.542 2.113
H 5.519 0.555 1.005
H 3.942 -0.384 1.239
H 4.000 1.008 0.012
H 5.519 -2.174 0.752
H 5.648 -2.758 -0.984
H 2.766 -1.874 -0.076
H 3.507 -3.265 0.976
H 3.716 -4.780 -1.137
H 3.266 -3.340 -2.199
H 0.940 -3.169 -1.231
H 1.270 -4.733 -2.155
H 1.489 -4.808 1.053
H 1.460 -6.171 -0.174
H -0.792 -6.334 0.691
H -0.980 -5.434 -0.911
H -2.435 -4.556 1.186
H -0.889 -3.999 2.059
H -4.469 -2.096 1.698
H -5.769 0.188 1.829
H -7.380 1.073 -0.211
H -7.608 -0.525 -2.369
H -6.347 -2.833 -2.595
H -3.298 -2.006 -3.092
H -1.248 2.654 -3.478
H -0.131 4.346 -1.379
H 1.189 3.283 -0.489
H 1.183 4.199 -3.556
H 2.175 2.727 -2.812
H 3.231 4.155 -1.012
H 3.613 4.853 -2.676
H 2.301 6.240 2.779
H 3.317 5.336 1.468
H 2.343 3.066 2.051
H 3.191 3.783 3.563
H -1.037 3.592 3.218
H 0.005 2.782 1.930
H -0.429 5.903 2.457
H -0.871 4.873 0.891
H 0.715 1.134 0.227
H 1.390 0.535 2.291
H -0.481 0.548 2.397
H 0.529 -0.361 3.718
H 1.278 -2.458 3.095
*
```

HOMO energy, eV: -11.0
SMILES string: COCCCCCCCc1c(OC(=O)c2ccccc2)cc2c(F)[nH+]c(CCCSC(=S)N3CCOCC3)cc2c1B(C)O
Lowest unoccupied orbital energy, eV: -4.769
Electronic energy, a.u.: -2689.29973

Mulliken population analysis, charges in e, atoms 1 to 6: atom 1 (C): -0.32, atom 2 (O): -0.39, atom 3 (C): -0.59, atom 4 (C): 0.74, atom 5 (C): -1.14, atom 6 (C): 0.04

=====

Entry 3:
The following is a DFT calculation (the ωB97M-V functional and the def2-TZVPD basis) of a 6-piece molecular cluster, C33H43N5O8P2 overall in a non-equilibrium geometry.

Structure (ORCA input):
```
! RIJCOSX wB97M-V def2-TZVPD def2/J DEFGRID3
* xyz 0 1
C 4.593 1.483 0.499
C 3.291 1.259 -0.270
O 3.229 2.149 -1.398
P 1.865 2.050 -2.220
O 0.741 1.670 -1.354
C 2.082 0.791 -3.520
C 0.725 0.119 -3.739
C 0.561 -1.084 -2.822
O -0.804 -1.485 -2.658
C -1.468 -0.542 -1.959
O -2.326 0.147 -2.461
O -1.065 -0.468 -0.689
P -2.142 0.273 0.384
O -1.184 0.316 1.702
O -2.139 1.862 -0.019
O 1.638 3.399 -3.020
C 1.522 4.592 -2.220
C 0.187 4.695 -1.476
H 5.010 2.448 0.226
H 4.351 1.532 1.555
H 5.307 0.696 0.299
H 2.468 1.426 0.411
H 3.261 0.222 -0.596
H 2.390 1.264 -4.447
H 2.831 0.060 -3.232
H -0.058 0.859 -3.604
H 0.621 -0.235 -4.761
H 1.142 -1.894 -3.255
H 0.988 -0.888 -1.840
H -1.334 1.162 2.135
H -1.422 1.986 -0.663
H 2.376 4.732 -1.566
H 1.555 5.417 -2.923
H -0.147 5.720 -1.400
H 0.285 4.212 -0.510
H -0.519 4.088 -2.032
C 2.419 1.491 6.319
C 1.674 1.046 5.241
C 2.297 0.946 4.007
N 3.576 1.256 3.797
C 4.278 1.684 4.846
C 3.751 1.817 6.121
H 1.965 1.582 7.299
H 0.632 0.780 5.355
H 1.750 0.598 3.136
H 5.315 1.931 4.645
H 4.369 2.169 6.936
C -4.650 -4.847 1.008
C -3.619 -4.031 0.575
C -3.075 -3.125 1.474
N -3.489 -2.992 2.731
C -4.482 -3.784 3.130
C -5.093 -4.724 2.314
H -5.101 -5.567 0.338
H -3.242 -4.092 -0.437
H -2.265 -2.471 1.178
H -4.800 -3.652 4.159
H -5.896 -5.342 2.694
C -3.389 1.889 7.926
C -2.758 1.398 9.057
C -1.376 1.473 9.123
N -0.615 1.987 8.159
C -1.239 2.453 7.078
C -2.615 2.430 6.913
H -4.466 1.850 7.835
H -3.324 0.967 9.871
H -0.842 1.104 9.992
H -0.594 2.864 6.308
H -3.067 2.824 6.013
C 5.358 -5.216 -3.576
C 5.115 -4.499 -4.735
C 4.019 -3.651 -4.766
N 3.181 -3.489 -3.744
C 3.429 -4.189 -2.638
C 4.498 -5.060 -2.502
H 6.204 -5.888 -3.511
H 5.761 -4.592 -5.597
H 3.793 -3.069 -5.652
H 2.729 -4.038 -1.823
H 4.651 -5.600 -1.578
C -5.224 -0.445 -5.980
C -5.349 -0.150 -7.328
C -4.441 0.730 -7.895
N -3.455 1.314 -7.217
C -3.352 1.020 -5.922
C -4.204 0.151 -5.258
H -5.911 -1.129 -5.499
H -6.132 -0.593 -7.928
H -4.500 0.987 -8.948
H -2.542 1.510 -5.393
H -4.066 -0.049 -4.205
*
```

HOMO energy, eV: -9.1
SMILES string: CCOP(=O)(CCCOC(=O)OP(O)O)OCC.c1ccncc1.c1ccncc1.c1ccncc1.c1ccncc1.c1ccncc1
Lowest unoccupied orbital energy, eV: 0.571
Electronic energy, a.u.: -2841.81705

Mulliken population analysis, charges in e, atoms 1 to 6: atom 1 (C): -0.91, atom 2 (C): 0.17, atom 3 (O): -0.37, atom 4 (P): 0.30, atom 5 (O): 0.15, atom 6 (C): -0.75